(P)
Computed, not measured: 12 unconnected molecules or ions with the total composition C6H37NO11, with the ωB97M-V functional and the def2-TZVPD basis.

Summary:
Kohn-Sham gap: 0.3567 Ha
LUMO energy: 0.240 eV

ORCA input file:
```
! RIJCOSX wB97M-V def2-TZVPD def2/J DEFGRID3
* xyz 0 1
C -0.16500 -2.96668 -1.48349
C -0.88350 -2.21743 -0.38814
C -0.88877 -0.67399 -0.49876
C 0.28608 0.17167 0.05203
C 0.57148 0.58565 1.49505
N -0.40231 1.64669 1.90536
C 0.06563 3.04171 1.82908
H 0.88156 -2.64696 -1.51497
H -0.56332 -2.68723 -2.46436
H -0.23495 -4.08775 -1.34625
H -1.96189 -2.47817 -0.35630
H -0.50108 -2.46025 0.60182
H -1.22965 -0.36599 -1.47778
H -1.57627 -0.19189 0.19513
H 0.25098 1.13108 -0.46812
H 1.19205 -0.37752 -0.25775
H 1.61638 0.97677 1.53329
H 0.44459 -0.21059 2.26682
H -0.63000 1.55148 2.89571
H 0.44582 3.42865 0.84809
H -0.75874 3.75857 1.94909
H 0.97403 3.16785 2.45758
H -2.49252 1.37252 1.68136
H -3.14514 0.05774 1.55589
O -3.30814 0.98879 1.30367
H 4.48024 -0.49012 0.25891
H 3.26100 -0.06440 -0.63405
O 3.56252 -0.20132 0.30184
H 1.11033 -2.59434 2.62020
H 0.42492 -2.58559 3.86861
O 0.13766 -2.48067 2.94846
H -4.58464 1.44866 -1.38890
H -4.33939 1.49671 0.08171
O -4.64099 2.08265 -0.66469
H -2.52832 -2.33736 2.06124
H -1.31998 -1.52649 2.57440
O -2.20157 -1.43592 2.15094
H 0.60332 2.55277 -2.71892
H 0.57451 3.06579 -1.40537
O 1.15598 3.18298 -2.17584
H 2.86010 -1.55725 2.52053
H 2.66284 -1.64981 1.11937
O 2.51972 -2.24267 1.89959
H -0.81295 0.26385 -2.72958
H -0.92002 1.41278 -3.65682
O -0.27975 0.74706 -3.38088
H 2.58148 1.38931 -1.87165
H 1.64735 0.43295 -2.42761
O 2.57630 0.44144 -2.12956
H -1.92249 2.89853 -2.13743
H -2.27074 2.13189 -0.75089
O -1.77472 2.13200 -1.57649
H 2.60450 -3.46972 -1.18004
H 3.44962 -2.26845 -1.83650
O 3.37344 -2.90422 -1.12246
*
```


(Q)
Computed, not measured: 12 unconnected molecules or ions with the total composition C6H37NO11, with the ωB97M-V functional and the def2-TZVPD basis.

Summary:
Kohn-Sham gap: 0.3538 Ha
LUMO energy: -0.011 eV

ORCA input file:
```
! RIJCOSX wB97M-V def2-TZVPD def2/J DEFGRID3
* xyz 0 1
C -0.93276 -1.35424 -1.00929
C -2.40801 -1.84812 -1.13131
C -0.65078 -0.53647 0.41418
N 0.15569 0.67813 0.14689
C 0.61307 1.17495 1.48311
C 1.30647 2.57363 1.49305
C 0.40671 3.56704 2.32738
H -0.32552 -2.28805 -1.28152
H -0.71910 -0.56524 -1.79495
H -2.38439 -2.41843 -2.01540
H -2.50045 -2.43275 -0.22723
H -3.38265 -1.14660 -1.10569
H -0.01657 -1.22601 1.06804
H -1.62166 -0.29651 0.84710
H -0.30008 1.52068 -0.24345
H 1.33319 0.45635 1.97495
H -0.25786 1.35554 2.15362
H 2.41044 2.56661 1.77798
H 1.38261 3.03612 0.54512
H 1.04273 4.43434 2.34643
H 0.39370 3.11139 3.42544
H -0.53241 3.60320 1.90570
H 4.47993 -0.95845 0.60730
H 3.67785 -1.76558 1.40962
O 4.41137 -1.21933 1.57130
H -2.76297 -0.33054 3.03152
H -3.40436 -1.46661 2.14304
O -3.28383 -0.57148 2.32729
H 1.16121 1.76717 -1.63495
H 1.30088 2.50235 -2.95320
O 1.25489 2.71490 -2.09323
H -2.83881 1.99577 -2.91319
H -2.16569 0.68272 -3.17024
O -1.97463 1.62101 -3.30895
H 2.15865 -0.76004 -2.66034
H 1.82003 -0.58239 -1.14533
O 2.40577 -1.05919 -1.70735
H 1.82837 -3.76502 2.93097
H 1.23406 -3.67359 1.53172
O 1.09468 -4.10335 2.36752
H 4.14200 -3.26553 -0.29114
H 2.90491 -2.40611 -0.77152
O 3.17677 -2.99726 -0.09566
H 4.36961 -0.30634 -2.63692
H 3.82906 0.86881 -1.94552
O 4.65946 0.49939 -2.31329
H -4.86507 0.69365 -1.19955
H -4.16504 2.18987 -1.17177
O -4.27312 1.22302 -1.68434
H -2.81502 3.86372 -1.21123
H -1.83959 2.84901 -0.95837
O -2.72893 3.08812 -0.74944
H -2.60721 -4.12145 1.87648
H -1.17479 -3.74702 1.95104
O -2.02284 -3.42579 1.76758
*
```


Here are the energies relative to the best structure, in hartree: (P) 0.0000; (Q) 0.0988.